The following is a DFT calculation (ωB97M-V/def2-TZVPD) of a single C5H10O2 molecule.

Bonds (Å) are listed after each position.
Cartesian coordinates (Å):
1 C 2.268 -0.372 0.779  O2 1.404, H8 1.099, H9 1.092, H10 1.100
2 O 0.886 -0.244 0.566  C1 1.404, C3 1.415
3 C 0.555 -0.196 -0.809  O2 1.415, C4 1.509, H11 1.099, H12 1.105
4 C -0.932 0.023 -0.942  C3 1.509, C5 1.455, C6 1.554, H13 1.093
5 C -1.887 -0.750 -0.162  C4 1.455, C6 1.878, H14 1.093, H15 1.087
6 C -1.525 1.083 0.028  C4 1.554, C5 1.878, O7 1.380, H16 1.092
7 O -1.035 1.499 1.249  C6 1.380, H17 0.967
8 H 2.650 -1.303 0.338  C1 1.099
9 H 2.427 -0.393 1.859  C1 1.092
10 H 2.814 0.478 0.344  C1 1.100
11 H 1.029 0.673 -1.285  C3 1.099
12 H 0.933 -1.110 -1.303  C3 1.105
13 H -1.219 0.154 -1.989  C4 1.093
14 H -2.843 -1.046 -0.600  C5 1.093
15 H -1.543 -1.342 0.683  C5 1.087
16 H -2.465 1.624 -0.101  C6 1.092
17 H -0.114 1.222 1.347  O7 0.967

Values from the calculation:
SMILES: COC[C@H]1C[C@H]1O
ΔE to the lowest compared entry with this formula, charge and spin: 3.761 eV
LUMO level: 0.9 eV
electronic energy: -346.88722 Eh
HOMO-LUMO gap: 8.6 eV